A cluster of 4 separate species, C6H18NO4 in total in a non-equilibrium geometry, computed with ωB97M-V/def2-TZVPD.

LUMO: 3.469 eV
Molar mass: 168.2 g/mol
Energy above the lowest of the compared OMol25 structures with the same formula, charge and spin: 1.020 eV
Charge: -1
Calculated total energy: -595.1323 Eh
Gap between HOMO and LUMO: 7.5 eV

Geometry (Å):
C  -1.355  0.473  -1.504
O  -0.290  1.202  -1.989
C  -1.041  -0.179  -0.154
C  -0.346  0.809  0.805
C  1.036  0.373  1.253
C  1.340  -0.839  1.703
C  2.037  1.506  1.335
N  -2.236  -0.808  0.456
H  -1.685  -0.352  -2.179
H  -2.204  1.188  -1.384
H  -0.332  -0.983  -0.347
H  -1.007  0.968  1.665
H  -0.178  1.711  0.205
H  2.357  -0.928  2.060
H  0.555  -1.583  1.742
H  1.539  2.431  1.630
H  2.541  1.611  0.380
H  2.780  1.308  2.091
H  -3.102  -0.372  0.161
H  -2.319  -1.787  0.206
H  1.751  -1.093  -2.677
H  0.278  -0.957  -2.417
O  0.927  -1.607  -2.731
H  -2.466  -2.628  2.441
H  -2.149  -1.184  2.256
O  -2.159  -1.872  2.957
H  1.172  0.930  -2.774
H  2.402  1.638  -2.249
O  2.154  1.024  -2.943